(a)
Entry from OMol25: C6H9NO as an isolated structure (wB97M-V/def2-TZVPD).

E_LUMO	0.99	eV
gap between HOMO and LUMO	10.11	eV

XYZ file:
```
17
C6H9NO | OMol25 | wB97M-V/def2-TZVPD
H -0.205 -0.322 2.293
H 1.197 -0.962 -1.394
C -1.388 -0.469 -0.598
C 1.612 0.214 0.360
H 2.168 0.781 -0.335
H -1.478 1.643 -0.490
C -0.585 -0.197 1.215
H -0.278 1.278 -1.841
H -2.087 -0.921 -1.395
C 0.236 0.939 0.431
H 2.148 -0.059 1.251
H 0.459 2.130 0.778
N 1.295 -1.147 -0.356
C -0.691 0.880 -0.823
H -0.301 -2.251 0.214
C -0.153 -1.204 0.036
O -1.949 -0.331 0.655
```

Mulliken atomic charges, in units of e: atom 1 (H): 0.3379, atom 2 (H): 0.3119, atom 3 (C): -0.0315, atom 4 (C): -0.7354, atom 5 (H): 0.4233, atom 6 (H): 0.2858, atom 7 (C): -0.1128, atom 8 (H): 0.2865, atom 9 (H): 0.3781, atom 10 (C): -0.0990, atom 11 (H): 0.3267, atom 12 (H): 0.2498, atom 13 (N): -0.6043, atom 14 (C): -0.5954, atom 15 (H): 0.5407, atom 16 (C): -0.5036, atom 17 (O): -0.4587

***

(b)
Entry from OMol25: one molecule with the formula C6H9NO (wB97M-V/def2-TZVPD).

E_LUMO	0.21	eV
SMILES string	C/C(C=O)=C/N1CC1
gap between HOMO and LUMO	9.80	eV

XYZ file:
```
17
C6H9NO | OMol25 | wB97M-V/def2-TZVPD
O 1.202 1.791 -1.746
C 0.862 0.863 -1.032
H 1.788 -1.059 0.687
C 0.076 -2.224 -0.224
C -0.326 0.948 -0.109
H -0.288 3.105 0.221
H -0.273 -3.260 -0.285
H -1.871 2.347 0.629
H 1.358 -2.484 1.597
C -0.794 -0.069 0.669
N -0.419 -1.406 0.862
H 0.177 -1.747 -1.203
C 0.989 -1.801 0.834
H 1.414 -0.144 -0.943
H -1.634 0.266 1.260
H -1.237 2.544 -1.142
C -1.022 2.331 -0.075
```

Mulliken atomic charges, in units of e: atom 1 (O): -0.5384, atom 2 (C): -0.0851, atom 3 (H): 0.1480, atom 4 (C): -0.2419, atom 5 (C): 0.8735, atom 6 (H): 0.2993, atom 7 (H): 0.2157, atom 8 (H): 0.3516, atom 9 (H): 0.2130, atom 10 (C): -0.2523, atom 11 (N): -0.3276, atom 12 (H): 0.1764, atom 13 (C): -0.3325, atom 14 (H): 0.2540, atom 15 (H): 0.2595, atom 16 (H): 0.2931, atom 17 (C): -1.3063

***

Most stable structure: (b)

***

(a)
Entry from OMol25: one molecule with the formula C6H9NO (wB97M-V/def2-TZVPD).

E_LUMO	0.99	eV
SMILES string	O[C@]12C[C@@H]1N[C@H]1C[C@H]12
gap between HOMO and LUMO	9.13	eV

XYZ file:
```
17
C6H9NO | OMol25 | wB97M-V/def2-TZVPD
H 1.932 0.889 1.229
H 0.976 1.542 -1.294
H -2.700 -0.618 0.062
C -1.762 -0.814 -0.480
H 1.729 -1.421 -0.968
N 0.225 -0.463 1.400
C 1.343 0.189 0.636
O -1.281 1.386 0.099
C -0.559 -0.993 0.279
C -0.705 0.251 -0.584
H -0.468 1.644 0.584
C 1.903 -0.406 -0.649
H -0.380 0.287 1.859
C 0.852 0.616 -0.821
H 2.970 -0.079 -0.775
H 0.130 -1.650 -0.177
H -1.948 -1.497 -1.396
```

Mulliken atomic charges, in units of e: atom 1 (H): 0.2949, atom 2 (H): 0.4722, atom 3 (H): 0.2407, atom 4 (C): -0.4799, atom 5 (H): 0.1722, atom 6 (N): -0.5690, atom 7 (C): -0.2378, atom 8 (O): -0.5639, atom 9 (C): -0.0343, atom 10 (C): 0.3006, atom 11 (H): 0.3701, atom 12 (C): -0.6741, atom 13 (H): 0.3725, atom 14 (C): -0.2974, atom 15 (H): 0.2541, atom 16 (H): 0.1818, atom 17 (H): 0.1973

***

(b)
Entry from OMol25: one molecule with the formula C6H9NO (wB97M-V/def2-TZVPD).

E_LUMO	1.04	eV
SMILES string	C[C@@]12C=CO[C@@H]1CN2
gap between HOMO and LUMO	9.67	eV

XYZ file:
```
17
C6H9NO | OMol25 | wB97M-V/def2-TZVPD
H -2.843 -0.893 -0.746
H 1.783 -1.080 1.376
C -1.877 -0.568 -0.456
H -0.471 -1.349 -1.847
C 1.303 -1.445 0.470
C -0.510 0.596 0.763
H -0.184 0.719 1.862
H 2.117 -1.792 -0.209
H 1.929 1.196 -0.152
N 1.073 1.067 -0.626
C 0.412 -0.217 -0.139
H -0.750 1.990 -1.038
H 0.453 -2.125 0.764
C -0.673 -0.798 -0.981
O -1.835 0.091 0.737
H 0.188 2.786 0.362
C -0.115 1.822 -0.141
```

Mulliken atomic charges, in units of e: atom 1 (H): 0.5177, atom 2 (H): 0.3801, atom 3 (C): -0.3812, atom 4 (H): 0.4389, atom 5 (C): -1.2832, atom 6 (C): -0.0491, atom 7 (H): 0.2965, atom 8 (H): 0.3260, atom 9 (H): 0.3064, atom 10 (N): -0.5743, atom 11 (C): 1.0765, atom 12 (H): 0.2253, atom 13 (H): 0.3493, atom 14 (C): -0.9951, atom 15 (O): -0.4329, atom 16 (H): 0.3148, atom 17 (C): -0.5157

***

Most stable structure: (b)

***

(a)
Entry from OMol25: C6H9NO as an isolated structure (wB97M-V/def2-TZVPD).

E_LUMO	0.87	eV
gap between HOMO and LUMO	9.54	eV

XYZ file:
```
17
C6H9NO | OMol25 | wB97M-V/def2-TZVPD
C 0.378 0.234 0.908
H -1.885 0.610 1.540
H 0.727 -1.851 0.260
H 1.714 1.840 -0.422
H -2.957 -0.746 -0.248
O 2.288 -0.697 -0.254
H -0.211 2.062 -0.236
C -1.210 0.189 0.587
C -1.871 -0.923 -0.209
H 0.553 0.366 1.913
H 0.566 0.297 -2.129
H -1.375 -1.797 -0.379
C 0.195 0.146 -1.034
N -1.187 0.257 -0.783
H 2.692 -0.592 0.692
C 0.913 -0.743 0.004
C 0.671 1.348 -0.208
```

Mulliken atomic charges, in units of e: atom 1 (C): -0.7410, atom 2 (H): 0.2078, atom 3 (H): 0.2415, atom 4 (H): 0.2614, atom 5 (H): 0.2217, atom 6 (O): -0.5493, atom 7 (H): 0.3034, atom 8 (C): -0.0668, atom 9 (C): -0.4329, atom 10 (H): 0.6700, atom 11 (H): 0.4327, atom 12 (H): 0.3261, atom 13 (C): -0.0980, atom 14 (N): -0.4866, atom 15 (H): 0.3721, atom 16 (C): -0.1821, atom 17 (C): -0.4800

***

(b)
Entry from OMol25: one molecule with the formula C6H9NO (wB97M-V/def2-TZVPD).

E_LUMO	1.01	eV
SMILES string	Cc1ccoc1CN
gap between HOMO and LUMO	9.30	eV

XYZ file:
```
17
C6H9NO | OMol25 | wB97M-V/def2-TZVPD
C -1.905 -0.815 -0.219
H -2.314 2.110 -0.103
O 0.023 -1.685 0.244
H -0.966 2.171 0.944
H 2.901 -1.272 -0.181
H 3.237 0.242 -1.036
H 1.715 -0.218 1.314
C -0.984 0.305 -0.095
C -1.235 -1.925 -0.105
C 0.187 -0.310 0.175
N 2.605 -0.337 -0.459
C 1.609 0.214 0.367
H -0.611 2.363 -0.741
H -1.545 -2.982 -0.071
H -2.938 -0.836 -0.424
C -1.301 1.740 -0.070
H 1.520 1.235 0.462
```

Mulliken atomic charges, in units of e: atom 1 (C): -0.7236, atom 2 (H): 0.3578, atom 3 (O): -0.3389, atom 4 (H): 0.2697, atom 5 (H): 0.1999, atom 6 (H): 0.1759, atom 7 (H): 0.3056, atom 8 (C): 0.9395, atom 9 (C): -0.3047, atom 10 (C): 0.1767, atom 11 (N): -0.4511, atom 12 (C): -0.9085, atom 13 (H): 0.2786, atom 14 (H): 0.3850, atom 15 (H): 0.4132, atom 16 (C): -1.3057, atom 17 (H): 0.5304

***

(c)
Entry from OMol25: one molecule with the formula C6H9NO (wB97M-V/def2-TZVPD).

E_LUMO	0.68	eV
SMILES string	O[C@]12C[C@H](C1)[C@@H]1N[C@@H]12
gap between HOMO and LUMO	10.14	eV

XYZ file:
```
17
C6H9NO | OMol25 | wB97M-V/def2-TZVPD
C -1.519 -0.211 -0.340
N -1.751 -1.337 0.550
H 0.875 1.632 1.045
H -1.848 -0.233 -1.466
C 0.535 0.705 -0.798
H -1.215 1.944 -0.051
H 2.800 -0.734 -0.220
H 0.473 0.506 -1.800
C 0.677 -0.435 0.281
C -0.585 -1.230 -0.185
H -1.265 -0.945 1.297
H 0.155 0.271 2.308
C -0.767 1.009 0.054
C 0.386 0.640 1.296
H -0.285 -1.646 -1.284
H 1.459 1.429 -0.762
O 1.874 -1.366 0.075
```

Mulliken atomic charges, in units of e: atom 1 (C): -0.2834, atom 2 (N): -0.7448, atom 3 (H): 0.2672, atom 4 (H): 0.3179, atom 5 (C): -0.9068, atom 6 (H): 0.4707, atom 7 (H): 0.3558, atom 8 (H): 0.3153, atom 9 (C): 0.7639, atom 10 (C): -0.2451, atom 11 (H): 0.4386, atom 12 (H): 0.3349, atom 13 (C): -0.2444, atom 14 (C): -0.8117, atom 15 (H): 0.3239, atom 16 (H): 0.2634, atom 17 (O): -0.6151

***

(d)
Entry from OMol25: one molecule with the formula C6H9NO (wB97M-V/def2-TZVPD).

E_LUMO	0.73	eV
SMILES string	C=CC(=C)/C(C)=N/O
gap between HOMO and LUMO	9.44	eV

XYZ file:
```
17
C6H9NO | OMol25 | wB97M-V/def2-TZVPD
C -0.643 0.102 0.898
C 0.614 -0.087 0.170
H 1.490 -1.649 -0.989
H -2.256 1.301 0.026
H -0.133 0.304 2.912
C -0.862 0.496 2.135
C -1.436 0.671 -0.367
H -0.739 -0.297 -2.101
H -1.805 0.941 2.421
H 1.807 -1.743 0.756
N 1.278 0.943 -0.244
O 2.491 0.629 -0.862
C 1.054 -1.514 0.001
H 0.219 -2.206 0.111
C -1.561 0.172 -1.593
H 2.879 1.492 -1.058
H -2.396 0.448 -2.215
```

Mulliken atomic charges, in units of e: atom 1 (C): 0.4111, atom 2 (C): 0.6857, atom 3 (H): 0.4057, atom 4 (H): 0.2941, atom 5 (H): 0.2840, atom 6 (C): -0.8528, atom 7 (C): -0.2472, atom 8 (H): 0.2585, atom 9 (H): 0.2681, atom 10 (H): 0.3489, atom 11 (N): -0.4913, atom 12 (O): -0.3949, atom 13 (C): -1.2273, atom 14 (H): 0.3395, atom 15 (C): -0.7354, atom 16 (H): 0.3639, atom 17 (H): 0.2895

***

Most stable structure: (b)

***

(a)
Entry from OMol25: one molecule with the formula C6H9NO (wB97M-V/def2-TZVPD).

E_LUMO	1.02	eV
SMILES string	N[C@H]1[C@H]2C[C@H]3O[C@H]3[C@@H]12
gap between HOMO and LUMO	9.73	eV

XYZ file:
```
17
C6H9NO | OMol25 | wB97M-V/def2-TZVPD
H -0.356 -1.484 -0.772
C 1.028 0.122 0.875
N 0.553 -1.374 -1.335
H -1.220 1.920 -0.979
C -0.957 0.896 -0.479
H -1.289 0.146 -1.269
C 1.221 -0.243 -0.621
H 2.394 -0.227 -0.757
H 1.065 2.152 -0.693
C 0.605 1.168 -0.278
H 0.168 -0.795 2.671
H 0.567 -1.239 -2.261
C -1.512 0.220 0.836
C -0.280 -0.397 1.613
O -1.224 -1.194 0.759
H -2.612 0.093 1.236
H 1.850 0.237 1.453
```

Mulliken atomic charges, in units of e: atom 1 (H): 0.3772, atom 2 (C): -0.4051, atom 3 (N): -0.6588, atom 4 (H): 0.3448, atom 5 (C): -0.9533, atom 6 (H): 0.3138, atom 7 (C): -0.2710, atom 8 (H): 0.3234, atom 9 (H): 0.3415, atom 10 (C): -0.2314, atom 11 (H): 0.2766, atom 12 (H): 0.2223, atom 13 (C): 0.0661, atom 14 (C): -0.1844, atom 15 (O): -0.4923, atom 16 (H): 0.3616, atom 17 (H): 0.5692

***

(b)
Entry from OMol25: one molecule with the formula C6H9NO (wB97M-V/def2-TZVPD).

E_LUMO	0.77	eV
SMILES string	O=C[C@H]1CC[C@H]2N[C@H]12
gap between HOMO and LUMO	9.74	eV

XYZ file:
```
17
C6H9NO | OMol25 | wB97M-V/def2-TZVPD
H 1.410 0.440 1.344
C -0.170 1.000 -0.201
N 1.023 2.010 -0.196
H 0.049 -1.904 0.574
C -0.829 -0.156 0.399
H -3.133 -0.787 0.741
H -0.795 -0.238 1.480
H 1.120 2.720 0.489
C 1.181 0.592 0.287
O -2.887 0.885 -0.432
H 2.335 -1.167 0.195
C 0.065 -1.323 -0.310
H 1.717 -0.336 -1.409
C 1.527 -0.681 -0.387
H 0.001 0.746 -1.429
H -0.314 -1.712 -1.233
C -2.299 -0.090 0.089
```

Mulliken atomic charges, in units of e: atom 1 (H): 0.3053, atom 2 (C): -0.1882, atom 3 (N): -0.5469, atom 4 (H): 0.3975, atom 5 (C): 0.0537, atom 6 (H): 0.2391, atom 7 (H): 0.4530, atom 8 (H): 0.2367, atom 9 (C): 0.1509, atom 10 (O): -0.4656, atom 11 (H): 0.3408, atom 12 (C): -0.7230, atom 13 (H): 0.3466, atom 14 (C): -0.8609, atom 15 (H): 0.1688, atom 16 (H): 0.4095, atom 17 (C): -0.3174

***

(c)
Entry from OMol25: one molecule with the formula C6H9NO (wB97M-V/def2-TZVPD).

E_LUMO	-0.16	eV
SMILES string	[H]/N=C(/C(=C)C)C(C)=O
gap between HOMO and LUMO	8.38	eV

XYZ file:
```
17
C6H9NO | OMol25 | wB97M-V/def2-TZVPD
C -1.877 -0.499 0.514
H 0.584 2.294 -1.231
C 0.345 -0.323 -1.598
H 0.100 0.286 -2.461
H -1.801 0.530 0.167
O -0.493 -2.466 0.251
H 2.099 2.009 -0.341
H -2.064 -0.496 1.591
N 1.483 -0.463 1.781
H 1.078 -1.064 2.502
H -2.706 -1.014 0.027
C 0.796 -0.432 0.734
H 0.594 2.176 0.542
C -0.603 -1.261 0.247
H 0.536 -1.353 -1.850
C 1.029 1.783 -0.377
C 0.898 0.294 -0.497
```

Mulliken atomic charges, in units of e: atom 1 (C): -1.0379, atom 2 (H): 0.3779, atom 3 (C): -1.0854, atom 4 (H): 0.3336, atom 5 (H): 0.2984, atom 6 (O): -0.5367, atom 7 (H): 0.3348, atom 8 (H): 0.2930, atom 9 (N): -0.7006, atom 10 (H): 0.2750, atom 11 (H): 0.3555, atom 12 (C): 0.3554, atom 13 (H): 0.3394, atom 14 (C): 0.6442, atom 15 (H): 0.3395, atom 16 (C): -1.2925, atom 17 (C): 0.7063

***

(d)
Entry from OMol25: a 2-piece molecular cluster, C6H9NO overall (wB97M-V/def2-TZVPD).

E_LUMO	-0.43	eV
SMILES string	CC(=O)C#N.C=CC
gap between HOMO and LUMO	9.10	eV

XYZ file:
```
17
C6H9NO | OMol25 | wB97M-V/def2-TZVPD
H -1.939 -1.175 2.292
C -2.564 -1.524 -0.269
H -2.766 -1.582 -1.326
H -0.801 0.107 1.907
C 0.548 1.796 -0.085
O 0.734 0.443 -2.049
H 3.092 0.820 0.020
H -0.629 -0.751 -0.490
C -1.439 -1.029 0.210
H 3.293 0.579 -1.745
H -3.334 -1.902 0.386
C 1.288 0.939 -1.108
N 0.078 2.422 0.752
C -1.096 -0.912 1.657
C 2.770 1.137 -0.972
H -0.250 -1.560 1.891
H 3.016 2.193 -1.074
```

Mulliken atomic charges, in units of e: atom 1 (H): 0.3402, atom 2 (C): -0.8577, atom 3 (H): 0.2899, atom 4 (H): 0.2380, atom 5 (C): 0.2742, atom 6 (O): -0.4690, atom 7 (H): 0.3399, atom 8 (H): 0.0425, atom 9 (C): 0.3705, atom 10 (H): 0.3163, atom 11 (H): 0.2534, atom 12 (C): 0.7238, atom 13 (N): -0.3728, atom 14 (C): -0.9563, atom 15 (C): -1.1175, atom 16 (H): 0.2476, atom 17 (H): 0.3370

***

Most stable structure: (d)